[1]
Entry from OMol25: a 8-piece molecular cluster, C14H44N8O8 overall (ωB97M-V/def2-TZVPD).

Summary:
- SMILES: NC(N)=O.NC(N)=O.NC(N)=O.NC(N)=O.CC(C)O.CC(C)O.CC(C)O.CO
- Calculated total energy: -1599.65262 hartree
- Energy relative to the best compared isomer or geometry (same formula, charge and spin): 98.3 kcal/mol
- HOMO: -9.0 eV

Geometry as XYZ:
```
74
Properties=species:S:1:pos:R:3:forces:R:3
N 4.4585 2.9090 -1.1939 6.374 3.378 0.169
C 3.2115 2.6310 -1.3249 -4.872 3.596 -0.609
N 2.8975 1.3540 -1.2989 -2.182 -0.930 -0.217
O 2.2455 3.6660 -1.4729 4.481 -4.855 0.460
H 4.8275 3.9200 -1.1619 -1.528 -2.237 -0.165
H 5.2765 2.2570 -1.2979 -1.888 0.555 0.284
H 1.8625 1.2290 -1.4209 0.963 -0.899 -0.081
H 3.4945 0.5280 -1.1869 -0.210 1.112 0.001
N 0.0685 2.3590 -0.2809 -6.413 -4.700 2.152
C -0.4085 1.2420 -0.8669 -2.684 -0.174 3.767
N 0.2435 0.9650 -1.9759 -0.189 -1.327 -2.674
O -1.3635 0.4510 -0.3439 3.665 3.026 -1.787
H -0.4015 2.5530 0.5611 -0.553 0.834 1.542
H 0.7795 2.8450 -0.5569 5.146 3.585 -2.440
H -0.2165 0.1260 -2.3219 0.212 0.356 -0.795
H 0.4425 1.7270 -2.6999 -0.332 -1.029 0.859
N -1.3645 -1.5550 2.5011 -1.808 2.297 -0.169
C -2.0925 -2.3680 3.2431 -5.048 3.540 2.813
N -1.6385 -3.5760 3.4871 1.342 -2.725 -0.331
O -3.2855 -1.8500 3.8001 5.536 -2.642 -2.700
H -1.8255 -0.5980 2.3481 1.254 -1.393 0.059
H -0.4745 -1.6810 2.1201 1.399 -0.670 -0.392
H -2.2655 -4.2090 3.9391 -0.325 -0.067 0.311
H -0.9525 -4.0740 2.8611 -1.105 1.287 0.986
N -2.6135 0.8280 2.1801 -1.842 -0.899 -2.379
C -1.9085 1.7500 2.7711 3.629 5.733 -2.049
N -1.7785 1.5490 4.0431 1.015 0.412 4.382
O -1.2505 2.8060 2.1551 -3.321 -4.913 2.690
H -2.4105 0.9450 1.1851 -0.873 -0.942 -0.796
H -3.3445 0.2130 2.6281 0.982 1.145 -0.675
H -1.2725 2.2600 4.6121 -0.730 -1.177 -0.771
H -2.0785 0.6460 4.4521 0.286 1.116 -0.216
C -3.5235 -3.4240 -1.5089 -2.736 0.322 0.348
C -3.4575 -2.9890 -0.0399 -5.985 -8.507 -2.312
C -3.1575 -4.1900 0.8151 -1.432 -1.214 0.673
O -2.7565 -2.0100 0.1361 5.809 8.489 -0.726
H -3.5375 -2.6070 -2.1939 0.353 1.034 -0.364
H -4.5895 -3.7520 -1.6169 1.026 -0.639 -0.247
H -2.8095 -4.1310 -1.8559 0.590 -0.831 -0.004
H -4.4655 -2.8010 0.3041 -1.315 0.245 -0.388
H -3.6945 -5.0450 0.4111 -0.281 -0.097 -0.134
H -3.6155 -4.0440 1.8081 0.654 -0.041 -0.144
H -2.1555 -4.5500 0.8521 1.193 0.177 0.120
H -2.3705 -2.0740 0.9661 1.543 0.777 2.291
C 2.9745 3.5250 2.3881 0.388 0.527 0.074
C 2.8115 2.3900 3.3651 -8.878 3.556 -1.218
C 1.7875 1.3720 2.9191 -1.301 1.535 -0.976
O 3.8035 1.7360 3.6591 10.717 -5.348 2.497
H 3.1065 3.1680 1.3851 -0.245 -0.355 -0.672
H 3.8585 4.1780 2.5391 -0.468 -0.298 0.526
H 2.0655 4.0900 2.4781 -0.336 0.642 -0.430
H 2.4645 2.7500 4.3281 -1.268 1.254 0.261
H 2.0945 1.0090 1.9591 -0.176 -0.141 -0.938
H 0.8045 1.8330 2.9161 -0.192 0.101 -0.772
H 1.6585 0.5220 3.5221 0.489 -1.016 1.399
H 4.2625 2.3030 4.2761 1.301 -0.519 0.192
C 0.4985 -1.4970 -4.1949 -0.161 -0.504 -1.061
C -0.4985 -1.9840 -3.1629 4.992 -4.231 -0.798
C 0.3525 -2.2790 -1.9379 0.368 -1.420 0.152
O -1.4075 -1.1240 -2.9069 -4.472 4.873 0.926
H 1.1035 -2.3200 -4.5569 -0.031 -0.455 0.000
H 1.2515 -0.7540 -3.9149 -0.644 0.249 0.394
H -0.0965 -1.1890 -5.0289 -0.024 0.723 -0.845
H -1.0435 -2.8820 -3.5159 1.003 -0.495 -0.211
H 1.2085 -2.9350 -2.1499 -0.350 -0.110 -0.180
H -0.2865 -2.7840 -1.2359 -0.082 -0.108 0.883
H 0.7995 -1.3920 -1.5179 -0.257 0.398 0.229
H -1.9055 -1.4020 -2.1339 -0.284 0.423 0.497
C 2.0155 2.0310 -4.8019 0.466 0.390 0.069
O 1.1905 2.6360 -3.8049 0.181 -0.078 -1.089
H 2.7205 2.7500 -5.2749 -0.433 -0.223 0.418
H 1.3465 1.6910 -5.5859 0.004 -0.237 -0.014
H 2.6245 1.1850 -4.4149 -0.444 0.349 -0.079
H 1.7045 3.1390 -3.1569 0.333 0.409 0.424
```
Positions in Å, forces in eV/Å.


[2]
Entry from OMol25: a 2-piece molecular cluster, CH8NS2 overall (ωB97M-V/def2-TZVPD).

Summary:
- Calculated total energy: -893.73786 hartree
- Charge: +1
- Energy relative to the best compared isomer or geometry (same formula, charge and spin): 22.9 kcal/mol
- HOMO: -12.2 eV

Geometry as XYZ:
```
12
Properties=species:S:1:pos:R:3:forces:R:3
N -2.3754 -1.3384 0.0176 0.867 2.072 -2.637
H -2.7144 -0.4196 0.3787 0.761 -1.048 0.875
H -1.2800 -1.3319 -0.1856 -1.401 0.729 -0.011
H -2.8824 -1.2732 -0.9223 0.872 -1.327 1.348
H -2.4946 -2.1646 0.5789 -1.060 -0.257 0.315
C 1.9660 1.8109 0.3395 0.425 -0.579 -1.082
S 1.1232 0.4048 1.1174 -0.511 -0.095 0.338
S 0.8105 -1.0963 -0.3441 0.616 0.189 -0.718
H 3.0320 1.6133 0.6064 -0.782 0.739 -0.737
H 1.7226 1.7337 -0.7540 0.705 0.243 0.944
H 1.6016 2.7959 0.6742 0.050 -0.672 0.235
H 1.4909 -0.7346 -1.5067 -0.543 0.007 1.132
```
Positions in Å, forces in eV/Å.